{"formula": "C4H12N2O2", "method": "ωB97M-V/def2-TZVPD", "species": ["C", "C", "C", "O", "N", "C", "N", "H", "H", "H", "H", "H", "H", "H", "H", "H", "H", "O", "H", "H"], "positions_angstrom": [[0.290, -0.398, 2.462], [-0.259, 0.350, 1.232], [0.758, 1.479, 0.960], [1.514, 1.858, 1.808], [-0.407, -0.682, 0.223], [-0.984, -0.486, -1.106], [-1.317, 0.886, -1.566], [1.321, -0.664, 2.294], [0.231, 0.178, 3.381], [-0.342, -1.235, 2.748], [-1.219, 0.770, 1.549], [0.648, 1.781, -0.088], [0.458, -1.235, 0.160], [-1.987, -0.982, -1.055], [-0.256, -0.960, -1.780], [-1.636, 0.860, -2.538], [-2.013, 1.300, -0.935], [1.702, -1.195, -2.830], [1.144, -0.418, -2.793], [2.354, -1.207, -2.125]], "atomic_forces_ev_per_a": [[-1.00, 0.30, 0.88], [0.61, -0.89, 1.66], [-1.44, -1.20, -0.14], [0.32, 0.58, -0.49], [0.94, 0.57, -0.57], [-1.66, -0.26, 0.23], [1.08, 0.18, 0.69], [0.27, -0.37, 0.07], [0.40, 0.59, -0.18], [0.13, -0.47, -0.65], [-0.10, 0.15, -0.47], [0.75, 0.82, -0.28], [-0.60, 0.53, 0.05], [0.93, -0.47, -0.47], [-1.04, 0.03, -0.09], [-0.12, 0.06, 0.69], [0.23, -0.28, -0.81], [0.07, -0.75, -0.50], [0.40, 0.39, 0.32], [-0.18, 0.48, 0.05]], "charge": 0, "total_energy_ev": -11416.254, "smiles": "C[C@@H](C=O)NCN.O", "homo_energy_ev": -8.714, "homo_lumo_gap_ev": 9.27}

{"formula": "C2H3IO2", "method": "ωB97M-V/def2-TZVPD", "species": ["C", "C", "O", "O", "I", "H", "H", "H"], "positions_angstrom": [[-1.072, 0.155, 0.142], [0.201, -0.565, -0.060], [0.576, -1.674, -0.193], [1.207, 0.582, -0.217], [3.127, 0.234, -0.054], [-1.481, 0.307, -0.833], [-1.845, -0.270, 0.814], [-0.713, 1.231, 0.401]], "atomic_forces_ev_per_a": [[0.25, 2.25, 0.86], [2.93, 1.54, -0.48], [-0.65, -0.04, 0.35], [-1.78, -1.45, 0.41], [0.06, -0.30, -0.11], [-0.56, -0.19, -0.79], [0.88, 0.11, -0.37], [-1.13, -1.92, 0.13]], "charge": 0, "total_energy_ev": -14316.980, "smiles": "CC(=O)OI", "homo_energy_ev": -9.414, "homo_lumo_gap_ev": 8.97}

{"formula": "C2H3NS2", "method": "ωB97M-V/def2-TZVPD", "species": ["S", "C", "N", "C", "S", "H", "H", "H"], "positions_angstrom": [[0.849, 2.349, -1.135], [0.726, 1.028, -0.200], [-0.430, 0.172, -0.334], [-0.543, -1.069, 0.411], [-0.252, -1.438, 2.110], [1.402, 0.827, 0.832], [-0.743, -0.166, -1.163], [-1.008, -1.704, -0.521]], "atomic_forces_ev_per_a": [[0.47, -0.76, 0.33], [-0.70, 0.21, 2.14], [3.26, -1.49, 5.37], [-0.59, 0.03, 0.51], [-0.61, 0.99, -4.79], [-1.99, 0.20, -3.04], [-0.65, 0.75, -3.84], [0.81, 0.07, 3.33]], "charge": 0, "total_energy_ev": -25280.392, "smiles": "S=CNC=S", "homo_energy_ev": -9.084, "homo_lumo_gap_ev": 7.90}

{"formula": "C24H39N2O2PTl", "method": "ωB97M-V/def2-TZVPD", "species": ["Tl", "N", "C", "O", "C", "C", "C", "C", "N", "C", "H", "H", "H", "H", "H", "H", "O", "P", "C", "C", "C", "C", "C", "C", "C", "C", "C", "C", "C", "C", "C", "C", "C", "C", "C", "C", "H", "H", "H", "H", "H", "H", "H", "H", "H", "H", "H", "H", "H", "H", "H", "H", "H", "H", "H", "H", "H", "H", "H", "H", "H", "H", "H", "H", "H", "H", "H", "H", "H"], "positions_angstrom": [[-0.537, 1.336, -0.113], [-2.580, -0.507, 6.211], [-2.493, -0.390, 4.867], [-3.469, -0.422, 4.143], [-1.119, -0.221, 4.275], [0.071, -0.109, 4.982], [1.259, 0.044, 4.282], [1.219, 0.097, 2.901], [0.080, 0.006, 2.209], [-1.053, -0.158, 2.888], [-3.496, -0.610, 6.613], [-1.795, -0.494, 6.834], [0.095, -0.134, 6.063], [2.201, 0.123, 4.806], [2.127, 0.212, 2.320], [-1.973, -0.252, 2.321], [-0.053, -0.003, -2.072], [0.361, -0.949, -3.173], [-0.770, -2.434, -3.235], [-0.288, -3.827, -2.810], [-0.207, -4.009, -1.297], [-1.565, -3.729, -0.657], [-2.013, -2.309, -0.991], [-2.080, -2.082, -2.503], [2.180, -1.296, -3.079], [2.975, 0.013, -2.863], [3.079, 0.479, -1.408], [3.566, -0.632, -0.484], [2.640, -1.837, -0.620], [2.649, -2.348, -2.061], [0.108, -0.309, -4.898], [-1.354, 0.058, -5.211], [-1.776, 1.370, -4.545], [-0.852, 2.519, -4.952], [0.606, 2.170, -4.655], [0.990, 0.863, -5.352], [-0.987, -2.503, -4.305], [0.654, -4.079, -3.297], [-1.026, -4.539, -3.194], [0.528, -3.321, -0.873], [0.118, -5.026, -1.069], [-1.510, -3.864, 0.425], [-2.303, -4.441, -1.037], [-1.306, -1.601, -0.546], [-2.998, -2.112, -0.561], [-2.371, -1.049, -2.702], [-2.868, -2.722, -2.913], [2.418, -1.668, -4.083], [2.561, 0.829, -3.452], [3.989, -0.166, -3.232], [2.097, 0.817, -1.065], [3.754, 1.337, -1.369], [3.599, -0.281, 0.550], [4.585, -0.920, -0.760], [1.627, -1.531, -0.334], [2.951, -2.641, 0.049], [2.070, -3.264, -2.140], [3.680, -2.606, -2.321], [0.381, -1.190, -5.494], [-2.047, -0.741, -4.945], [-1.425, 0.177, -6.296], [-1.739, 1.251, -3.459], [-2.807, 1.602, -4.820], [-1.137, 3.434, -4.427], [-0.966, 2.715, -6.022], [0.733, 2.057, -3.574], [1.264, 2.975, -4.988], [2.051, 0.643, -5.237], [0.822, 0.984, -6.427]], "atomic_forces_ev_per_a": [[-0.04, -0.01, -0.17], [-0.02, 0.02, 0.08], [-0.10, -0.06, 0.01], [0.08, 0.02, 0.02], [0.09, 0.00, -0.03], [-0.08, 0.00, -0.10], [0.04, -0.03, 0.07], [-0.01, -0.02, 0.00], [0.01, -0.01, -0.06], [-0.01, -0.04, 0.00], [-0.04, -0.01, -0.03], [0.04, 0.00, -0.07], [0.01, -0.01, 0.00], [0.01, 0.01, -0.04], [-0.01, 0.03, 0.03], [-0.02, 0.04, 0.04], [-0.11, 0.37, 0.40], [0.26, -0.41, -0.57], [0.16, 0.11, 0.03], [0.09, 0.05, 0.10], [-0.21, -0.01, -0.03], [0.09, 0.11, 0.00], [-0.06, -0.12, -0.10], [-0.01, 0.07, 0.12], [-0.33, -0.07, -0.04], [-0.08, 0.16, 0.11], [0.14, -0.14, 0.00], [-0.16, 0.03, -0.05], [0.17, 0.06, -0.09], [-0.05, 0.02, 0.08], [0.10, 0.00, 0.16], [-0.07, 0.03, 0.16], [0.07, 0.04, -0.11], [0.02, -0.09, 0.14], [-0.08, -0.02, -0.14], [0.02, 0.03, 0.06], [-0.02, 0.03, 0.04], [0.02, -0.02, -0.04], [0.01, 0.00, -0.04], [-0.05, -0.09, 0.07], [0.06, 0.02, 0.02], [-0.02, -0.02, -0.01], [-0.01, -0.02, 0.03], [0.02, 0.01, 0.03], [0.02, 0.04, 0.03], [-0.05, -0.03, -0.05], [0.00, 0.00, -0.04], [-0.02, -0.01, 0.00], [0.13, -0.06, 0.07], [0.00, 0.00, -0.04], [0.00, 0.05, -0.02], [-0.04, 0.03, 0.02], [0.05, -0.01, -0.01], [0.02, 0.00, 0.04], [-0.04, -0.07, 0.06], [-0.06, 0.00, 0.03], [0.13, 0.03, -0.07], [0.01, -0.01, -0.01], [-0.01, -0.01, 0.02], [0.02, -0.01, 0.00], [-0.01, -0.03, -0.02], [-0.07, 0.01, 0.00], [0.00, -0.02, 0.04], [0.00, 0.00, -0.04], [0.00, 0.02, -0.01], [0.05, 0.06, 0.02], [0.02, -0.01, 0.04], [-0.07, -0.03, -0.08], [0.01, -0.01, -0.02]], "charge": 1, "total_energy_ev": -46576.595, "homo_energy_ev": -12.475, "homo_lumo_gap_ev": 9.48}